Below is a molecular structure, C19H37KN4O3 in a non-equilibrium geometry, with properties calculated with ωB97M-V/def2-TZVPD.

Each line ends with the natural charge from an NBO analysis.
Geometry (Å):
C (-0.190, -4.149, 0.407)  -0.722
C (-0.499, -3.449, -0.884)  0.812
O (-1.612, -3.168, -1.258)  -0.652
O (0.613, -3.156, -1.554)  -0.501
C (0.502, -2.566, -2.867)  -0.074
C (0.003, -1.130, -2.865)  -0.442
C (0.984, 0.015, -2.519)  -0.417
C (0.543, 0.881, -1.312)  0.001
C (-0.857, 1.446, -1.700)  -0.415
C (-1.701, 2.105, -0.597)  -0.417
C (-3.085, 1.445, -0.521)  -0.400
C (-3.008, 0.146, 0.274)  -0.221
N (-2.807, 0.450, 1.711)  -0.620
C (-2.759, -0.621, 2.594)  0.551
N (-2.072, -1.686, 2.460)  -0.814
N (-3.567, -0.494, 3.734)  -0.833
C (1.530, 2.072, -1.154)  -0.419
C (2.190, 2.278, 0.212)  0.093
C (1.251, 2.839, 1.292)  -0.621
C (3.331, 3.284, 0.061)  -0.599
N (2.770, 0.971, 0.621)  0.017
O (3.887, 0.721, 0.058)  -0.387
C (1.842, -0.214, 0.733)  0.124
C (1.540, -0.452, 2.228)  -0.614
C (2.580, -1.454, 0.244)  -0.610
C (0.505, 0.043, -0.017)  -0.459
H (-1.054, -4.748, 0.692)  0.231
H (-0.004, -3.406, 1.187)  0.238
H (0.693, -4.778, 0.316)  0.256
H (-0.169, -3.184, -3.468)  0.201
H (1.503, -2.646, -3.291)  0.206
H (-0.847, -1.104, -2.185)  0.214
H (-0.424, -0.958, -3.857)  0.229
H (1.009, 0.698, -3.376)  0.216
H (2.012, -0.332, -2.391)  0.222
H (-1.470, 0.655, -2.135)  0.199
H (-0.681, 2.162, -2.508)  0.225
H (-1.832, 3.178, -0.753)  0.226
H (-1.217, 2.001, 0.371)  0.214
H (-3.826, 2.130, -0.096)  0.210
H (-3.430, 1.172, -1.521)  0.221
H (-2.121, -0.385, -0.084)  0.223
H (-3.892, -0.473, 0.078)  0.139
H (-3.584, 1.045, 1.987)  0.375
H (-1.510, -1.619, 1.613)  0.355
H (-3.043, -0.915, 4.497)  0.410
H (-3.665, 0.491, 3.964)  0.386
H (2.349, 1.924, -1.865)  0.228
H (1.046, 3.012, -1.441)  0.215
H (0.526, 3.509, 0.824)  0.212
H (1.817, 3.418, 2.023)  0.229
H (0.684, 2.073, 1.810)  0.201
H (3.845, 3.190, -0.893)  0.224
H (4.047, 3.156, 0.873)  0.234
H (2.918, 4.293, 0.141)  0.208
H (2.469, -0.391, 2.798)  0.236
H (0.845, 0.281, 2.634)  0.199
H (1.118, -1.452, 2.367)  0.202
H (2.819, -1.427, -0.815)  0.220
H (1.959, -2.323, 0.450)  0.198
H (3.507, -1.571, 0.805)  0.239
H (0.092, -0.950, -0.243)  0.210
H (-0.183, 0.499, 0.694)  0.212
K (-4.218, -2.384, 1.417)  0.977

Calculated values
* relative energy (zero: lowest compared OMol25 entry of this formula, charge and spin): 0.0 kcal per mole
* charge: +1
* E_tot: -48725.289 eV
* spin multiplicity: 2
* LUMO level (alpha / beta): -0.120 / -0.120 Eh
* highest occupied orbital energy (alpha / beta): -10.064 / -11.305 eV
* ⟨S²⟩: 0.754

=====

Below is 7 unconnected molecules or ions with the total composition C19H37N6O3P2 in a non-equilibrium geometry, with properties calculated with ωB97M-V/def2-TZVPD.

Each line ends with the natural charge from an NBO analysis.
Geometry (Å):
C (2.119, 0.841, 1.946)  -0.641
C (1.232, 2.022, 1.594)  -0.075
O (0.892, 2.039, 0.186)  -0.791
P (-0.493, 1.374, -0.216)  2.414
O (-0.443, 0.926, -1.585)  -1.099
C (-0.746, -0.073, 0.837)  -0.839
C (-1.892, -0.941, 0.286)  -0.415
C (-2.827, -1.416, 1.415)  -0.697
P (-4.569, -1.284, 0.912)  0.817
O (-1.705, 2.394, -0.055)  -0.797
C (-2.137, 2.763, 1.277)  -0.077
C (-3.625, 2.489, 1.402)  -0.630
H (2.905, 1.117, 2.627)  0.238
H (2.538, 0.415, 1.045)  0.235
H (1.484, 0.091, 2.391)  0.197
H (0.359, 1.975, 2.235)  0.160
H (1.714, 2.959, 1.823)  0.206
H (0.160, -0.648, 0.724)  0.272
H (-0.836, 0.127, 1.897)  0.225
H (-1.483, -1.816, -0.173)  0.274
H (-2.420, -0.409, -0.492)  0.224
H (-2.644, -2.455, 1.650)  0.301
H (-2.730, -0.839, 2.323)  0.258
H (-5.336, -0.782, 1.961)  0.068
H (-4.660, -0.403, -0.163)  0.070
H (-5.054, -2.536, 0.545)  0.079
H (-1.987, 3.826, 1.377)  0.206
H (-1.590, 2.248, 2.053)  0.172
H (-4.050, 2.486, 0.410)  0.232
H (-3.784, 1.529, 1.883)  0.167
H (-4.129, 3.268, 1.952)  0.239
C (-4.338, -4.634, -2.282)  -0.733
C (-3.282, -4.176, -1.394)  0.344
N (-2.426, -3.815, -0.718)  -0.405
H (-4.522, -5.697, -2.140)  0.276
H (-5.269, -4.101, -2.092)  0.251
H (-4.061, -4.471, -3.322)  0.273
C (5.727, -0.586, -0.611)  -0.735
C (5.226, -1.515, 0.387)  0.313
N (4.789, -2.209, 1.190)  -0.374
H (6.767, -0.798, -0.852)  0.262
H (5.147, -0.649, -1.530)  0.259
H (5.668, 0.441, -0.250)  0.276
C (2.699, 4.609, -1.198)  -0.729
C (3.947, 3.864, -1.159)  0.308
N (4.922, 3.261, -1.128)  -0.367
H (2.420, 4.975, -0.213)  0.255
H (2.776, 5.468, -1.855)  0.268
H (1.891, 3.978, -1.565)  0.262
C (2.380, 9.285, -3.161)  -0.727
C (1.932, 8.325, -2.167)  0.314
N (1.578, 7.570, -1.379)  -0.366
H (3.429, 9.127, -3.404)  0.260
H (1.800, 9.190, -4.077)  0.260
H (2.267, 10.302, -2.790)  0.262
C (2.241, -4.601, 0.413)  -0.729
C (2.324, -6.024, 0.147)  0.294
N (2.268, -7.154, -0.044)  -0.339
H (3.014, -4.032, -0.101)  0.272
H (1.274, -4.221, 0.084)  0.240
H (2.337, -4.398, 1.478)  0.264
C (-1.065, -6.744, 0.057)  -0.739
C (-2.246, -6.248, 0.748)  0.329
N (-3.183, -5.856, 1.281)  -0.392
H (-1.251, -7.714, -0.398)  0.267
H (-0.765, -6.058, -0.733)  0.255
H (-0.225, -6.857, 0.737)  0.277

Calculated values
* charge: +1
* E_tot: -53956.480 eV
* LUMO level: -0.109 Eh
* highest occupied orbital energy: -13.011 eV

=====

Below is 6 unconnected molecules or ions with the total composition C19H37O16S2 in a non-equilibrium geometry, with properties calculated with ωB97M-V/def2-TZVPD.

Each line ends with the Löwdin charge.
Geometry (Å):
C (0.243, -0.337, -0.744)  -0.421
O (0.596, 0.926, -0.496)  -0.388
H (-0.234, -0.512, -1.784)  0.056
H (1.137, -1.102, -0.764)  0.073
H (-0.466, -0.789, 0.058)  0.060
O (-0.297, -7.960, 0.383)  -0.283
S (-1.521, -7.646, -0.263)  0.560
O (-2.389, -8.670, -0.839)  -0.304
O (-2.393, -6.585, 0.450)  -0.289
C (-1.668, -5.411, 1.043)  -0.216
C (-2.656, -4.988, 2.105)  -0.044
C (-0.986, -6.627, -1.691)  -0.131
H (-1.546, -4.648, 0.251)  0.122
H (-0.652, -5.789, 1.321)  0.112
H (-2.619, -5.738, 2.827)  0.064
H (-3.613, -4.894, 1.611)  0.090
H (-2.416, -4.090, 2.600)  0.059
H (-1.809, -5.956, -2.075)  0.084
H (-0.844, -7.346, -2.526)  0.065
H (-0.103, -6.030, -1.476)  0.059
O (-2.094, 1.656, -3.401)  -0.289
S (-1.040, 2.088, -4.280)  0.537
O (-1.277, 2.184, -5.668)  -0.269
O (-0.527, 3.431, -3.767)  -0.258
C (-0.255, 3.654, -2.330)  -0.222
C (1.195, 4.089, -2.158)  -0.040
C (0.437, 1.000, -3.966)  -0.099
H (-0.487, 2.750, -1.807)  0.061
H (-1.019, 4.329, -1.921)  0.119
H (1.857, 3.227, -2.325)  0.072
H (1.289, 4.437, -1.126)  0.074
H (1.465, 4.899, -2.866)  0.098
H (0.746, 1.026, -2.884)  0.044
H (1.297, 1.302, -4.596)  0.076
H (0.162, 0.006, -4.189)  0.038
C (2.922, 2.914, 0.708)  -0.036
C (4.113, 2.668, -0.254)  -0.312
C (4.049, 1.287, -0.908)  -0.091
O (4.698, 1.527, -2.140)  0.058
C (4.765, 2.866, -2.391)  -0.561
O (5.202, 3.387, -3.373)  0.146
O (4.300, 3.584, -1.345)  0.078
H (2.778, 4.009, 0.950)  0.096
H (3.126, 2.406, 1.685)  0.091
H (2.042, 2.539, 0.189)  0.029
H (4.949, 2.719, 0.408)  0.127
H (2.998, 1.039, -1.019)  0.107
H (4.653, 0.535, -0.376)  0.146
C (-1.205, 2.605, 2.016)  -0.019
C (-2.058, 3.207, 0.938)  -0.292
C (-2.599, 2.148, 0.020)  -0.102
O (-3.925, 1.900, 0.449)  0.119
C (-4.309, 2.895, 1.211)  -0.561
O (-5.434, 3.024, 1.677)  0.105
O (-3.309, 3.807, 1.409)  0.075
H (-1.016, 3.442, 2.674)  0.088
H (-0.294, 2.412, 1.477)  0.071
H (-1.669, 1.790, 2.523)  0.075
H (-1.489, 3.985, 0.357)  0.158
H (-1.934, 1.307, 0.068)  0.116
H (-2.579, 2.452, -0.972)  0.092
C (-0.551, -0.363, 4.508)  -0.013
C (-0.195, -0.587, 3.020)  -0.332
C (1.302, -0.491, 2.715)  -0.043
O (1.689, -1.856, 2.226)  0.044
C (0.542, -2.614, 2.115)  -0.536
O (0.444, -3.699, 1.643)  0.149
O (-0.493, -1.922, 2.653)  0.049
H (-1.618, -0.516, 4.709)  0.084
H (-0.289, 0.748, 4.779)  0.121
H (0.113, -0.979, 5.060)  0.063
H (-0.669, 0.065, 2.254)  0.119
H (1.902, -0.391, 3.628)  0.126
H (1.535, 0.270, 2.004)  0.097

Calculated values
* charge: -1
* E_tot: -74733.150 eV
* LUMO level: 0.081 Eh
* highest occupied orbital energy: -4.972 eV

=====

Which of these has the lowest E_tot? C19H37O16S2